(P)
12
Properties=species:S:1:pos:R:3 method="wB97M-V/def2-TZVPD" spin_multiplicity=1 lumo_energy_ha=0.023 mol_weight_da=90.1 smiles="NC=O.NC=O"
N 1.346 -2.360 1.127
C 1.127 -1.783 2.337
O 0.671 -0.686 2.546
H 1.201 -3.334 0.931
H 1.589 -1.842 0.300
H 1.252 -2.495 3.167
N -1.210 1.180 -0.949
C -1.382 1.856 -2.137
O -0.543 2.094 -2.969
H -1.953 0.506 -0.824
H -0.269 0.864 -0.767
H -2.449 2.020 -2.364



(Q)
12
Properties=species:S:1:pos:R:3 method="wB97M-V/def2-TZVPD" spin_multiplicity=1 lumo_energy_ha=-0.034 mol_weight_da=90.1 smiles="CON(C)N=O"
C -1.832 0.186 0.262
O -0.481 0.503 0.598
N 0.447 -0.304 -0.207
C 1.729 -0.071 0.470
N 0.492 0.113 -1.451
O -0.006 -0.743 -2.192
H -1.960 -0.856 -0.051
H -2.160 0.860 -0.536
H -2.459 0.366 1.139
H 1.736 -0.560 1.451
H 1.929 0.999 0.618
H 2.566 -0.493 -0.101



(R)
12
Properties=species:S:1:pos:R:3 method="wB97M-V/def2-TZVPD" spin_multiplicity=1 lumo_energy_ha=0.011 mol_weight_da=90.1 smiles="NC=O.NC=O"
N -0.987 -2.824 -1.802
C -0.786 -3.978 -1.190
O -0.462 -4.980 -1.762
H -0.787 -2.762 -2.803
H -1.148 -1.972 -1.259
H -1.043 -3.894 -0.107
N 1.406 3.065 1.646
C 0.314 3.714 1.351
O 0.041 4.711 2.004
H 2.109 3.493 2.254
H 1.655 2.264 1.060
H -0.311 3.163 0.607



Out of the structures above, which one is the least stable? Solution: (Q).